#A
Molecular formula: C47H55BBrN13SeSm
Method: DFT, ωB97M-V with the def2-TZVPD basis set

Computed properties:
Lowest unoccupied orbital energy (spin up / spin down): 1.94 / 1.94 eV
E_HOMO (spin up / spin down): -4.40 / -4.35 eV
2S+1: 6
Frontier orbital gap (spin up / spin down): 6.34 / 6.29 eV
Total charge: -1
Expectation value of S²: 8.76

Atoms and positions in Å:
1 Sm -0.0478 -0.1615 -0.1803
2 C -4.7152 0.6938 1.5020
3 C -3.4041 0.2732 1.7168
4 N -2.6664 0.4285 0.6225
5 N -3.4738 0.9553 -0.3039
6 C -4.7059 1.1274 0.1955
7 B -3.0093 1.5826 -1.6301
8 N -2.4594 0.5803 -2.6359
9 C -3.0287 0.3158 -3.8223
10 C -2.2285 -0.5755 -4.4991
11 C -1.1622 -0.7993 -3.6303
12 N -1.3126 -0.0988 -2.5108
13 N -1.9646 2.6461 -1.2516
14 C -2.1024 3.9527 -1.5129
15 C -1.1357 4.6410 -0.8180
16 C -0.4338 3.6417 -0.1469
17 N -0.9369 2.4434 -0.4178
18 H -5.5342 0.6838 2.1967
19 H -2.9989 -0.1218 2.6272
20 H -5.4900 1.5447 -0.4011
21 H -3.9464 2.1324 -2.1204
22 H -3.9510 0.7763 -4.1159
23 H -2.3895 -1.0079 -5.4653
24 H -0.3120 -1.4340 -3.7929
25 H -2.8682 4.3020 -2.1755
26 H -0.9720 5.6990 -0.8011
27 H 0.4023 3.7591 0.5119
28 C -2.6203 -3.5943 6.6605
29 C -1.1516 -3.2993 6.3245
30 C -0.5385 -2.5432 7.5048
31 C -0.3873 -4.6113 6.1102
32 C -1.0826 -2.5059 5.0327
33 C -1.7450 -2.9620 3.8939
34 C -1.6379 -2.2411 2.7224
35 N -0.9677 -1.1070 2.5925
36 C -0.3443 -0.6367 3.6768
37 C -0.3650 -1.3315 4.8918
38 C 0.4056 0.6208 3.5437
39 C 0.8165 1.3262 4.6825
40 C 1.6276 2.4417 4.5761
41 C 1.9810 2.8235 3.2829
42 C 1.4829 2.1149 2.2066
43 N 0.7054 1.0444 2.3078
44 C 2.0975 3.2572 5.7664
45 C 1.7756 2.5770 7.0992
46 C 1.3799 4.6128 5.7002
47 C 3.6168 3.4581 5.6820
48 H -2.6919 -4.1089 7.6164
49 H -3.0874 -4.2206 5.9068
50 H -3.1871 -2.6679 6.7250
51 H -0.6474 -3.1278 8.4161
52 H -1.0433 -1.5905 7.6492
53 H 0.5214 -2.3659 7.3481
54 H -0.4149 -5.2240 7.0093
55 H 0.6496 -4.4021 5.8614
56 H -0.8191 -5.1778 5.2897
57 H -2.3219 -3.8721 3.9015
58 H -2.1471 -2.5917 1.8366
59 H 0.2204 -0.9546 5.7095
60 H 0.4775 0.9935 5.6472
61 H 2.6211 3.6704 3.0977
62 H 1.7619 2.4028 1.2023
63 H 0.7024 2.4774 7.2438
64 H 2.1696 3.1689 7.9228
65 H 2.2329 1.5914 7.1431
66 H 0.3028 4.4719 5.7622
67 H 1.5968 5.1169 4.7622
68 H 1.6906 5.2591 6.5181
69 H 4.1190 2.4964 5.6120
70 H 3.9801 3.9705 6.5705
71 H 3.8968 4.0489 4.8151
72 Br 1.6210 -1.9748 1.3037
73 Se 0.8674 -4.5074 -2.8157
74 C 1.0258 -2.8757 -2.2166
75 N 1.0410 -1.7859 -1.8134
76 C -4.6385 -5.7391 -0.5286
77 C -3.2164 -6.2437 -0.2920
78 C -2.7453 -5.9129 1.1229
79 C -2.2649 -5.6504 -1.3456
80 N -2.0823 -4.2509 -1.1233
81 C -1.1333 -3.6179 -0.4164
82 N -1.4255 -2.3335 -0.4061
83 N -2.5503 -2.2066 -1.1106
84 N -2.9467 -3.3296 -1.5381
85 H -5.3074 -6.0986 0.2502
86 H -5.0062 -6.0799 -1.4940
87 H -4.6627 -4.6515 -0.5287
88 H -3.1943 -7.3299 -0.4191
89 H -2.8253 -4.8462 1.3172
90 H -1.7093 -6.2096 1.2710
91 H -3.3632 -6.4308 1.8530
92 H -2.6862 -5.7760 -2.3461
93 H -1.2817 -6.1243 -1.3079
94 H -0.2944 -4.0794 0.0665
95 C 6.8249 3.1746 -0.2793
96 C 6.3335 2.5341 0.8479
97 C 5.1155 1.8872 0.8045
98 C 4.3413 1.8578 -0.3637
99 C 4.8507 2.5085 -1.4872
100 C 6.0755 3.1504 -1.4463
101 C 3.0519 1.1708 -0.3014
102 C 1.9735 1.1901 -1.1090
103 C 1.8067 1.8763 -2.3772
104 C 1.5479 3.2568 -2.4784
105 C 1.1378 3.8259 -3.6670
106 C 1.0148 3.0611 -4.8157
107 C 1.3400 1.7120 -4.7606
108 C 1.7266 1.1304 -3.5729
109 H 7.7820 3.6829 -0.2526
110 H 6.9111 2.5272 1.7646
111 H 4.7509 1.3907 1.6942
112 H 4.2814 2.4954 -2.4035
113 H 6.4562 3.6337 -2.3388
114 H 2.9930 0.5791 0.6143
115 H 1.6664 3.8941 -1.6112
116 H 0.9215 4.8872 -3.6991
117 H 0.6588 3.5044 -5.7368
118 H 1.2872 1.1199 -5.6667
119 H 1.9432 0.0695 -3.5426


#B
Molecular formula: C47H55BBrN13SeSm
Method: DFT, ωB97M-V with the def2-TZVPD basis set

Computed properties:
Lowest unoccupied orbital energy (spin up / spin down): 1.95 / 1.95 eV
E_HOMO (spin up / spin down): -4.62 / -4.57 eV
2S+1: 6
Frontier orbital gap (spin up / spin down): 6.57 / 6.53 eV
Total charge: -1
Expectation value of S²: 8.76

Atoms and positions in Å:
1 Sm -0.2461 -0.6162 -0.5011
2 C 0.8555 0.2615 4.1370
3 C 0.5580 0.6739 2.8324
4 N 0.0148 -0.3109 2.1295
5 N -0.0667 -1.3703 2.9653
6 C 0.4336 -1.0520 4.1711
7 B -0.8797 -2.6463 2.6276
8 N -0.2020 -3.5160 1.5495
9 C 0.1636 -4.8005 1.6663
10 C 0.6202 -5.2411 0.4396
11 C 0.4867 -4.1274 -0.3952
12 N -0.0043 -3.0897 0.2796
13 N -2.2723 -2.2096 2.1585
14 C -3.4579 -2.5212 2.7086
15 C -4.4437 -1.8735 1.9938
16 C -3.7378 -1.1714 1.0058
17 N -2.4325 -1.3733 1.1090
18 H 1.2917 0.8382 4.9353
19 H 0.7051 1.6405 2.3790
20 H 0.4248 -1.7755 4.9697
21 H -0.9778 -3.3086 3.6351
22 H 0.0565 -5.3093 2.6108
23 H 0.9810 -6.2214 0.1786
24 H 0.7315 -4.0233 -1.4384
25 H -3.5082 -3.1784 3.5619
26 H -5.5085 -1.9045 2.1540
27 H -4.1199 -0.5489 0.2121
28 C 3.7160 6.3447 0.1228
29 C 3.6085 5.3408 1.2774
30 C 5.0168 5.0319 1.7848
31 C 2.7986 5.9689 2.4196
32 C 2.8838 4.0858 0.7962
33 C 1.6433 4.1746 0.1716
34 C 0.9944 3.0184 -0.2130
35 N 1.4752 1.7912 -0.0137
36 C 2.6847 1.6937 0.5314
37 C 3.3999 2.8098 0.9588
38 C 3.2706 0.3215 0.6736
39 C 4.6389 0.1447 0.8523
40 C 5.1709 -1.1311 0.9725
41 C 4.2664 -2.1840 0.9493
42 C 2.9284 -1.9269 0.7382
43 N 2.4301 -0.6995 0.5764
44 C 6.6687 -1.4084 1.0559
45 C 7.4883 -0.1220 1.1371
46 C 7.0818 -2.1814 -0.2055
47 C 6.9673 -2.2578 2.2981
48 H 4.2797 7.2227 0.4481
49 H 2.7356 6.6845 -0.2131
50 H 4.2291 5.9035 -0.7343
51 H 5.5055 5.9621 2.0832
52 H 5.6294 4.5620 1.0116
53 H 5.0008 4.3742 2.6563
54 H 3.2702 6.8990 2.7483
55 H 2.7400 5.2910 3.2737
56 H 1.7793 6.1955 2.1022
57 H 1.1708 5.1294 -0.0238
58 H 0.0521 3.0674 -0.7366
59 H 4.3598 2.6686 1.4303
60 H 5.2929 1.0043 0.8410
61 H 4.5866 -3.2148 1.0270
62 H 2.2293 -2.7460 0.6491
63 H 7.3620 0.4950 0.2445
64 H 8.5486 -0.3740 1.2167
65 H 7.2180 0.4759 2.0117
66 H 6.9032 -1.5867 -1.1033
67 H 6.5090 -3.1029 -0.3161
68 H 8.1447 -2.4355 -0.1577
69 H 6.6569 -1.7409 3.2094
70 H 8.0401 -2.4571 2.3627
71 H 6.4501 -3.2175 2.2639
72 Br -0.1744 1.1641 -2.8148
73 Se 3.9787 -2.8918 -2.8424
74 C 2.4372 -2.1145 -2.3419
75 N 1.4502 -1.6362 -1.9509
76 C -6.1474 2.8821 -0.3634
77 C -5.2925 3.7926 -1.2386
78 C -4.9368 3.1225 -2.5635
79 C -4.0500 4.2778 -0.4932
80 N -3.2162 3.1793 -0.0034
81 C -2.3968 2.3624 -0.6537
82 N -1.8928 1.5113 0.2054
83 N -2.4235 1.8296 1.4147
84 N -3.2053 2.8400 1.3017
85 H -7.0445 2.5647 -0.8982
86 H -6.4537 3.3792 0.5601
87 H -5.5947 1.9808 -0.0877
88 H -5.8636 4.7010 -1.4584
89 H -4.4667 2.1485 -2.4150
90 H -4.2548 3.7358 -3.1594
91 H -5.8349 2.9458 -3.1573
92 H -4.3186 4.8568 0.3879
93 H -3.4341 4.9003 -1.1416
94 H -2.1710 2.3714 -1.7133
95 C -6.9959 -1.8731 -4.0151
96 C -6.9595 -0.9700 -2.9616
97 C -5.7408 -0.5999 -2.4056
98 C -4.5306 -1.1228 -2.8657
99 C -4.5864 -2.0185 -3.9396
100 C -5.7996 -2.3882 -4.5034
101 C -3.2551 -0.7139 -2.2095
102 C -2.2160 -1.4839 -1.8701
103 C -2.2370 -2.9339 -2.1630
104 C -2.9991 -3.8370 -1.4163
105 C -2.9276 -5.2041 -1.6566
106 C -2.1026 -5.7061 -2.6579
107 C -1.3373 -4.8185 -3.4054
108 C -1.3919 -3.4550 -3.1490
109 H -7.9415 -2.1714 -4.4512
110 H -7.8814 -0.5619 -2.5631
111 H -5.7247 0.0970 -1.5736
112 H -3.6626 -2.4294 -4.3254
113 H -5.8114 -3.0878 -5.3314
114 H -3.2355 0.3448 -1.9493
115 H -3.6410 -3.4544 -0.6281
116 H -3.5215 -5.8828 -1.0542
117 H -2.0467 -6.7720 -2.8435
118 H -0.6755 -5.1906 -4.1793
119 H -0.7649 -2.7687 -3.7089


Energy ordering: #B at the bottom, the next structure 0.801 eV above.